No. 1
Molecular formula: C39H33ILuN5O2S4
Method: DFT, wB97M-V/def2-TZVPD

The geometry in ORCA input format:
```
! RIJCOSX wB97M-V def2-TZVPD def2/J DEFGRID3
* xyz 0 1
Lu 0.01 0.26 0.02
C 0.82 -1.89 4.24
C 0.99 -1.00 3.05
N 0.33 -1.22 1.94
N -0.42 -2.38 1.95
C -1.10 -2.73 0.93
S -1.33 -1.95 -0.59
S -1.90 -4.32 1.13
C -0.83 -5.24 -0.06
C 0.47 -5.56 0.60
C 0.63 -6.76 1.29
C 1.82 -7.04 1.94
C 2.85 -6.12 1.94
C 2.69 -4.91 1.28
C 1.51 -4.64 0.60
C 1.92 0.11 3.15
C 2.50 0.42 4.38
C 3.44 1.42 4.52
C 3.84 2.15 3.40
C 3.27 1.90 2.18
C 2.29 0.89 2.00
O 1.80 0.70 0.82
H 0.32 -2.81 3.94
H 0.19 -1.39 4.97
H 1.78 -2.13 4.70
H -0.73 -4.58 -0.93
H -1.40 -6.13 -0.32
H -0.18 -7.47 1.32
H 1.93 -7.98 2.46
H 3.78 -6.34 2.44
H 3.48 -4.18 1.30
H 1.40 -3.70 0.08
H 2.20 -0.12 5.27
H 3.89 1.61 5.49
H 4.59 2.92 3.50
H 3.56 2.46 1.31
S -3.46 4.57 -5.21
C -4.81 5.36 -4.53
C -5.05 4.97 -3.25
C -4.13 4.00 -2.79
C -3.20 3.67 -3.74
C -2.10 2.75 -3.64
C -1.92 1.95 -2.50
N -0.90 1.14 -2.31
C 0.03 1.03 -3.29
C -0.09 1.75 -4.52
C 0.89 1.58 -5.54
C 1.95 0.77 -5.35
C 2.13 0.07 -4.12
C 3.22 -0.77 -3.91
C 3.38 -1.41 -2.68
C 2.41 -1.15 -1.69
N 1.35 -0.40 -1.88
C 1.18 0.21 -3.08
C 4.48 -2.31 -2.44
C 5.42 -2.77 -3.33
C 6.32 -3.68 -2.77
C 6.07 -3.91 -1.45
S 4.73 -3.02 -0.87
C -1.16 2.62 -4.66
H -5.35 6.08 -5.12
H -5.84 5.36 -2.64
H -4.16 3.58 -1.80
H -2.65 2.00 -1.71
H 0.76 2.12 -6.47
H 2.69 0.62 -6.12
H 3.94 -0.91 -4.70
H 2.52 -1.60 -0.71
H 5.46 -2.47 -4.37
H 7.12 -4.15 -3.32
H 6.60 -4.56 -0.78
H -1.26 3.21 -5.57
C 1.71 4.37 -1.57
C 0.65 3.78 -0.69
N -0.15 4.66 -0.07
O 0.49 2.57 -0.57
H 2.25 5.17 -1.06
H 1.24 4.78 -2.46
H 2.41 3.60 -1.87
H 0.01 5.65 -0.12
H -0.91 4.32 0.51
I -2.25 1.75 1.26
C -1.88 0.74 3.17
H -1.99 -0.32 2.95
H -0.83 0.96 3.40
*
```

## Properties
Gap between HOMO and LUMO   4.4 eV
Energy relative to the best compared isomer or geometry (same formula, charge and spin)   307.57 kJ/mol

Atom charges from the Mulliken analysis, given in e for atoms 1 to 2: atom 1 (Lu): 1.0693, atom 2 (C): -1.9625

=====

No. 2
Molecular formula: C4H3NO3
Method: DFT, wB97M-V/def2-TZVPD

The geometry in ORCA input format:
```
! RIJCOSX wB97M-V def2-TZVPD def2/J DEFGRID3
* xyz 0 1
C -2.32 0.06 -0.08
C -0.01 0.21 -0.18
C 1.06 0.91 0.33
C 1.84 -0.98 -0.07
H -3.25 0.65 -0.26
H 1.09 1.94 0.65
H 2.49 -1.77 -0.22
N 2.16 0.25 0.31
O -2.32 -0.99 0.61
O -1.20 0.75 -0.57
O 0.47 -1.05 -0.53
*
```

## Properties
Gap between HOMO and LUMO   9.8 eV
Structure (SMILES)   O=COc1cnco1
Energy relative to the best compared isomer or geometry (same formula, charge and spin)   230.55 kJ/mol

Atom charges from the Mulliken analysis, given in e for atoms 1 to 2: atom 1 (C): 0.1760, atom 2 (C): 0.6932

=====

No. 3
Molecular formula: C5H10O
Method: DFT, wB97M-V/def2-TZVPD

The geometry in ORCA input format:
```
! RIJCOSX wB97M-V def2-TZVPD def2/J DEFGRID3
* xyz 0 1
C -1.62 -0.43 0.84
C -0.82 0.74 0.26
C 0.49 0.29 -0.36
C 1.62 -0.01 0.60
C 0.47 -0.34 -1.68
O 0.89 1.00 -1.53
H -1.00 -1.10 1.44
H -2.07 -1.02 0.04
H -2.43 -0.07 1.49
H -0.60 1.47 1.05
H -1.40 1.26 -0.50
H 1.91 0.90 1.13
H 1.32 -0.76 1.34
H 2.49 -0.39 0.06
H -0.49 -0.48 -2.20
H 1.25 -1.05 -1.96
*
```

## Properties
Gap between HOMO and LUMO   11.1 eV
Structure (SMILES)   CC[C@@]1(C)CO1
Energy relative to the best compared isomer or geometry (same formula, charge and spin)   104.78 kJ/mol

Atom charges from the Mulliken analysis, given in e for atoms 1 to 2: atom 1 (C): -1.0244, atom 2 (C): -0.6876

=====

No. 4
Molecular formula: C17H31O2
Method: DFT, wB97M-V/def2-TZVPD

The geometry in ORCA input format:
```
! RIJCOSX wB97M-V def2-TZVPD def2/J DEFGRID3
* xyz 0 2
C -1.48 -0.75 6.99
C -0.94 0.67 6.74
C 0.35 0.76 5.94
C 0.24 0.21 4.53
C 1.51 0.28 3.71
C 1.28 -0.28 2.34
C 2.52 -0.23 1.45
C 2.29 -0.81 0.05
C 1.23 -0.09 -0.74
C 1.07 -0.64 -2.14
C -0.01 0.21 -2.80
C -0.23 -0.07 -4.22
C -1.41 0.47 -4.83
C -1.44 1.97 -5.33
C -1.86 1.51 -6.72
C -1.85 0.03 -6.26
C -1.14 -2.96 -4.19
O -2.16 -2.67 -3.70
O -0.06 -3.12 -4.69
H -2.34 -0.69 7.65
H -1.78 -1.21 6.05
H -0.73 -1.38 7.48
H -1.70 1.24 6.21
H -0.74 1.14 7.70
H 0.61 1.82 5.86
H 1.15 0.22 6.46
H -0.08 -0.85 4.59
H -0.53 0.79 4.00
H 1.81 1.34 3.62
H 2.29 -0.31 4.22
H 0.98 -1.33 2.44
H 0.49 0.30 1.85
H 2.84 0.82 1.36
H 3.31 -0.83 1.91
H 3.23 -0.72 -0.49
H 2.00 -1.87 0.14
H 0.27 -0.20 -0.22
H 1.49 0.98 -0.81
H 2.03 -0.59 -2.69
H 0.72 -1.68 -2.05
H -0.98 -0.05 -2.30
H 0.16 1.28 -2.50
H 0.50 -0.67 -4.82
H -2.27 0.36 -4.10
H -2.19 2.59 -4.81
H -0.45 2.47 -5.29
H -2.86 1.88 -7.02
H -1.13 1.70 -7.52
H -1.14 -0.62 -6.79
H -2.85 -0.41 -6.23
*
```

## Properties
Gap between HOMO and LUMO (spin up / spin down)   8.0 / 10.7 eV

Atom charges from the Mulliken analysis, given in e for atoms 1 to 2: atom 1 (C): -1.1534, atom 2 (C): -0.4785

=====

No. 5
Molecular formula: C25H33NO5
Method: DFT, wB97M-V/def2-TZVPD

The geometry in ORCA input format:
```
! RIJCOSX wB97M-V def2-TZVPD def2/J DEFGRID3
* xyz 0 1
C -2.88 3.32 4.38
C -3.27 1.91 3.97
H -4.08 1.94 3.23
H -3.57 1.31 4.84
O -2.16 1.20 3.41
C -1.88 1.42 2.12
O -2.52 2.16 1.42
C -0.64 0.65 1.69
C -0.72 -0.81 2.14
C -1.83 -1.55 1.41
N -1.58 -1.53 -0.01
C -1.61 -0.16 -0.50
C -0.51 0.67 0.16
H -0.59 1.69 -0.21
H 0.46 0.26 -0.12
H -1.45 -0.18 -1.58
H -2.59 0.31 -0.31
C -2.51 -2.37 -0.75
C -2.07 -2.54 -2.18
C -2.96 -2.47 -3.23
C -2.53 -2.65 -4.54
C -1.20 -2.90 -4.80
C -0.28 -2.98 -3.74
C -0.72 -2.80 -2.44
H -0.05 -2.84 -1.60
O 1.02 -3.21 -4.13
C 2.00 -3.45 -3.15
C 1.90 -4.85 -2.55
H 0.95 -4.98 -2.04
H 1.98 -5.60 -3.33
H 2.71 -5.00 -1.83
H 1.96 -2.68 -2.37
H 2.95 -3.35 -3.69
O -0.78 -3.07 -6.08
H 0.17 -3.24 -6.06
H -3.22 -2.59 -5.37
H -4.01 -2.27 -3.04
H -2.52 -3.35 -0.26
H -3.54 -1.97 -0.73
H -1.86 -2.59 1.74
H -2.81 -1.09 1.66
H -0.89 -0.86 3.22
H 0.23 -1.30 1.92
C 0.57 1.32 2.37
C 0.66 2.83 2.14
O 1.81 3.39 2.75
C 3.03 3.23 2.15
C 4.11 3.73 2.88
C 5.39 3.64 2.37
C 5.62 3.06 1.14
C 4.55 2.56 0.42
C 3.26 2.64 0.91
H 2.45 2.25 0.32
H 4.71 2.10 -0.55
H 6.62 2.99 0.74
H 6.22 4.04 2.94
H 3.92 4.19 3.83
H -0.17 3.34 2.63
H 0.63 3.08 1.08
H 1.49 0.85 2.00
H 0.51 1.14 3.45
H -2.02 3.29 5.05
H -2.62 3.90 3.50
H -3.71 3.79 4.89
*
```

## Properties
Gap between HOMO and LUMO   8.6 eV
Structure (SMILES)   CCOC(=O)C1(CCOc2ccccc2)CCN(Cc2ccc(O)c(OCC)c2)CC1
Energy relative to the best compared isomer or geometry (same formula, charge and spin)   0.64 kJ/mol

Atom charges from the Mulliken analysis, given in e for atoms 1 to 2: atom 1 (C): -1.1195, atom 2 (C): -0.2883

=====

No. 6
Molecular formula: C3H2N6O
Method: DFT, wB97M-V/def2-TZVPD

The geometry in ORCA input format:
```
! RIJCOSX wB97M-V def2-TZVPD def2/J DEFGRID3
* xyz 0 3
C 0.36 -0.71 -1.70
C -0.39 -1.18 0.18
C -1.66 0.03 0.68
N 0.71 -1.24 -0.46
N -0.84 -0.22 -1.78
N 0.94 1.93 0.72
N -0.99 -0.78 1.43
N -1.41 -0.56 -0.59
N 1.78 1.47 1.28
O 2.64 1.01 1.88
H 1.06 -0.69 -2.51
H -2.21 0.93 0.87
*
```

## Properties
Gap between HOMO and LUMO (spin up / spin down)   7.5 / 7.9 eV

Atom charges from the Mulliken analysis, given in e for atoms 1 to 2: atom 1 (C): 0.0558, atom 2 (C): 0.6107

=====

No. 7
Molecular formula: C4H8O2
Method: DFT, wB97M-V/def2-TZVPD

The geometry in ORCA input format:
```
! RIJCOSX wB97M-V def2-TZVPD def2/J DEFGRID3
* xyz 0 1
C 1.77 0.44 -0.97
C 0.42 1.11 -0.42
O -0.05 0.59 0.82
C -1.31 0.07 1.04
O -2.22 0.74 1.46
C -1.38 -1.41 0.80
H 2.37 0.26 -0.10
H 1.67 -0.52 -1.54
H 2.26 1.13 -1.67
H 0.62 2.17 -0.26
H 0.02 0.75 -1.33
H -1.26 -1.60 -0.28
H -2.34 -1.81 1.13
H -0.56 -1.92 1.32
*
```

## Properties
Gap between HOMO and LUMO   11.1 eV
Structure (SMILES)   CCOC(C)=O
Energy relative to the best compared isomer or geometry (same formula, charge and spin)   178.67 kJ/mol

Atom charges from the Mulliken analysis, given in e for atoms 1 to 2: atom 1 (C): -1.1221, atom 2 (C): -0.1762

=====

No. 8
Molecular formula: C11H17B
Method: DFT, wB97M-V/def2-TZVPD

The geometry in ORCA input format:
```
! RIJCOSX wB97M-V def2-TZVPD def2/J DEFGRID3
* xyz 0 3
B 0.30 -0.46 0.19
C -3.80 0.84 0.20
C -3.19 0.72 1.40
C -3.00 0.36 -0.96
C -1.88 0.21 1.59
C -1.71 0.02 -0.83
C -1.19 -0.05 0.49
C 1.74 -2.12 -1.27
C 1.05 2.03 0.46
C 2.92 0.31 0.14
C 0.84 -1.92 0.02
C 1.42 0.66 -0.08
H -4.85 1.22 0.04
H -3.66 1.28 2.24
H -3.46 0.34 -1.99
H -1.52 0.05 2.62
H -1.24 -0.28 -1.76
H 2.24 -1.20 -1.60
H 2.47 -2.84 -0.98
H 1.19 -2.58 -2.08
H 1.18 1.86 1.49
H 0.06 2.31 0.29
H 1.62 2.79 0.10
H 3.44 -0.15 -0.78
H 3.48 1.13 0.52
H 2.83 -0.34 0.90
H 0.02 -2.72 -0.11
H 1.30 -2.08 1.01
H 1.40 0.64 -1.26
*
```

## Properties
Gap between HOMO and LUMO (spin up / spin down)   5.2 / 6.7 eV

Atom charges from the Mulliken analysis, given in e for atoms 1 to 2: atom 1 (B): -0.1717, atom 2 (C): -0.5636

=====

Please write out number 1 again, unchanged.
Molecular formula: C39H33ILuN5O2S4
Method: DFT, wB97M-V/def2-TZVPD

The geometry in ORCA input format:
```
! RIJCOSX wB97M-V def2-TZVPD def2/J DEFGRID3
* xyz 0 1
Lu 0.01 0.26 0.02
C 0.82 -1.89 4.24
C 0.99 -1.00 3.05
N 0.33 -1.22 1.94
N -0.42 -2.38 1.95
C -1.10 -2.73 0.93
S -1.33 -1.95 -0.59
S -1.90 -4.32 1.13
C -0.83 -5.24 -0.06
C 0.47 -5.56 0.60
C 0.63 -6.76 1.29
C 1.82 -7.04 1.94
C 2.85 -6.12 1.94
C 2.69 -4.91 1.28
C 1.51 -4.64 0.60
C 1.92 0.11 3.15
C 2.50 0.42 4.38
C 3.44 1.42 4.52
C 3.84 2.15 3.40
C 3.27 1.90 2.18
C 2.29 0.89 2.00
O 1.80 0.70 0.82
H 0.32 -2.81 3.94
H 0.19 -1.39 4.97
H 1.78 -2.13 4.70
H -0.73 -4.58 -0.93
H -1.40 -6.13 -0.32
H -0.18 -7.47 1.32
H 1.93 -7.98 2.46
H 3.78 -6.34 2.44
H 3.48 -4.18 1.30
H 1.40 -3.70 0.08
H 2.20 -0.12 5.27
H 3.89 1.61 5.49
H 4.59 2.92 3.50
H 3.56 2.46 1.31
S -3.46 4.57 -5.21
C -4.81 5.36 -4.53
C -5.05 4.97 -3.25
C -4.13 4.00 -2.79
C -3.20 3.67 -3.74
C -2.10 2.75 -3.64
C -1.92 1.95 -2.50
N -0.90 1.14 -2.31
C 0.03 1.03 -3.29
C -0.09 1.75 -4.52
C 0.89 1.58 -5.54
C 1.95 0.77 -5.35
C 2.13 0.07 -4.12
C 3.22 -0.77 -3.91
C 3.38 -1.41 -2.68
C 2.41 -1.15 -1.69
N 1.35 -0.40 -1.88
C 1.18 0.21 -3.08
C 4.48 -2.31 -2.44
C 5.42 -2.77 -3.33
C 6.32 -3.68 -2.77
C 6.07 -3.91 -1.45
S 4.73 -3.02 -0.87
C -1.16 2.62 -4.66
H -5.35 6.08 -5.12
H -5.84 5.36 -2.64
H -4.16 3.58 -1.80
H -2.65 2.00 -1.71
H 0.76 2.12 -6.47
H 2.69 0.62 -6.12
H 3.94 -0.91 -4.70
H 2.52 -1.60 -0.71
H 5.46 -2.47 -4.37
H 7.12 -4.15 -3.32
H 6.60 -4.56 -0.78
H -1.26 3.21 -5.57
C 1.71 4.37 -1.57
C 0.65 3.78 -0.69
N -0.15 4.66 -0.07
O 0.49 2.57 -0.57
H 2.25 5.17 -1.06
H 1.24 4.78 -2.46
H 2.41 3.60 -1.87
H 0.01 5.65 -0.12
H -0.91 4.32 0.51
I -2.25 1.75 1.26
C -1.88 0.74 3.17
H -1.99 -0.32 2.95
H -0.83 0.96 3.40
*
```

## Properties
Gap between HOMO and LUMO   4.4 eV
Energy relative to the best compared isomer or geometry (same formula, charge and spin)   307.57 kJ/mol

Atom charges from the Mulliken analysis, given in e for atoms 1 to 2: atom 1 (Lu): 1.0693, atom 2 (C): -1.9625